The following is a DFT calculation (ωB97M-V/def2-TZVPD) of an isolated molecule of C6H12O at a distorted geometry.

Results
LUMO level = 0.65 eV
Total charge = 0
Kohn-Sham gap = 7.66 eV
Molar mass = 100.161 g/mol

Last column: Löwdin charge in e.
Positions of all 19 atoms, in Å:
H (0.7195, 0.2452, 1.2051)  0.136
H (1.0662, 2.6035, 0.4425)  0.078
C (0.0575, 0.6660, 0.4315)  -0.428
H (1.7179, 1.4722, -0.7539)  0.070
H (-0.9435, -0.1310, -1.3386)  0.152
C (0.7946, 1.8121, -0.2671)  -0.080
H (1.8739, -1.0929, -0.7268)  0.116
H (-1.3847, -2.3448, -0.6567)  0.041
H (0.8363, -2.5097, 1.0115)  0.124
C (-0.2797, -0.4811, -0.5351)  -0.381
O (0.5404, -2.5914, 0.0801)  -0.121
C (-1.2171, 1.1526, 1.1152)  -0.087
H (0.7172, -1.8055, -1.9531)  0.130
H (0.1604, 2.2664, -1.0394)  0.081
C (0.8438, -1.3261, -0.9783)  -0.006
H (-0.9977, 1.8819, 1.9034)  0.077
H (-1.7427, 0.2978, 1.5513)  0.064
C (-0.8772, -1.7526, 0.1185)  -0.049
H (-1.8849, 1.6372, 0.3898)  0.082